A 12-piece molecular cluster, C35H84Cl9N2O16 overall at a distorted geometry. Source: OMol25; level of theory: wB97M-V/def2-TZVPD.

```
146
Properties=species:S:1:pos:R:3:mulliken_charge:R:1
C -5.75257 0.23992 -2.46483 -0.911
C -4.43627 0.17483 -3.20369 -0.914
C -3.27800 -0.42606 -2.38984 0.915
C -3.26483 -2.05264 -2.37821 -1.071
N -2.06284 -2.77924 -1.63470 0.668
C -2.22022 -4.35779 -1.67421 -0.947
C -1.63796 -4.79165 -0.37701 -0.355
C -2.10384 -3.69084 0.59395 -0.393
C -1.87577 -2.41101 -0.20575 1.461
C -0.82196 -2.49666 -2.49810 -1.400
H -6.16890 -0.71676 -2.14936 0.279
H -6.62958 0.63379 -2.97846 0.470
H -5.56329 0.84677 -1.57938 0.012
H -4.09068 1.20763 -3.24813 0.379
H -4.52616 -0.33568 -4.16254 0.390
H -3.43837 -0.14432 -1.34917 -0.627
H -2.38072 0.05938 -2.77369 0.251
H -3.46886 -2.52568 -3.33879 0.495
H -4.16648 -2.31982 -1.82707 0.535
H -1.82139 -4.85222 -2.55997 0.322
H -3.30489 -4.46257 -1.64943 0.483
H -0.54866 -4.80642 -0.41317 0.043
H -2.00358 -5.73426 0.03032 0.591
H -1.48265 -3.72988 1.48877 0.432
H -3.16528 -3.77708 0.82634 0.079
H -0.87091 -2.01613 -0.05597 -0.755
H -2.54707 -1.58693 0.03581 -0.728
H -0.65816 -1.41918 -2.48044 0.264
H -1.03339 -2.81047 -3.52032 0.309
H 0.01836 -3.07775 -2.11824 0.658
C -0.93839 7.16008 0.91946 -1.533
C -0.05389 6.27349 0.15567 -0.114
C 1.31946 5.93391 0.72865 -0.196
C 2.03109 5.03864 -0.30970 -0.690
N 3.56331 4.82404 0.05988 0.609
C 3.88304 3.55596 -0.74716 -0.649
C 4.73347 2.67516 0.22760 0.558
C 5.02620 3.46813 1.51713 -0.992
C 3.76124 4.34452 1.53732 -0.372
C 4.37725 6.10982 -0.23931 -0.965
H -0.44607 8.12424 1.04648 0.409
H -1.18756 6.85249 1.93504 0.343
H -1.93767 7.28368 0.50202 0.397
H 0.05148 6.61551 -0.87390 0.409
H -0.57832 5.34111 -0.05348 -0.157
H 1.17611 5.24013 1.55703 0.268
H 1.78432 6.89029 0.96811 0.255
H 1.94663 5.42363 -1.32594 0.561
H 1.54715 4.06348 -0.25521 0.026
H 4.54133 3.74802 -1.59443 0.247
H 3.00567 3.13002 -1.23388 0.363
H 5.70377 2.56457 -0.25655 0.350
H 4.28682 1.68455 0.31305 -0.574
H 5.99868 3.95932 1.55057 0.355
H 4.97668 2.86436 2.42328 0.391
H 3.66765 5.09578 2.32150 0.467
H 2.91508 3.75215 1.88547 0.183
H 4.13172 6.89382 0.47703 0.304
H 4.30966 6.28096 -1.31367 0.331
H 5.42782 5.86433 -0.08397 0.423
Cl 0.52931 1.06052 -0.24260 0.886
O 0.32867 1.74210 -1.48666 -0.856
O -0.78610 0.84391 0.31283 -0.403
O 1.04847 -0.21948 -0.53665 -0.457
O 1.34105 1.73609 0.75975 -0.245
C 0.39937 -1.21781 -6.41730 0.220
Cl 0.71833 -0.39422 -7.94574 -0.090
Cl -1.33665 -1.57757 -6.19577 -0.076
Cl 1.36412 -2.64016 -6.36904 -0.058
Cl 0.91223 -0.16628 -5.06670 -0.043
C -0.23261 -0.46337 3.75226 1.293
C -0.03177 -1.04530 5.15706 -0.873
O -0.75441 -0.25196 6.12352 -0.556
O 0.34982 0.89665 3.74137 -0.697
H -1.30265 -0.32558 3.59694 -0.354
H 0.18576 -0.95051 2.87149 -0.071
H 1.03496 -0.99436 5.37521 0.414
H -0.37253 -2.08060 5.14567 0.371
H -0.29418 0.59052 6.12164 0.332
H 0.21242 1.17248 2.83217 0.119
C 4.77700 -3.19948 -2.29730 -1.024
C 3.28269 -2.80825 -2.25343 0.099
O 2.91508 -1.83342 -3.23513 0.387
O 5.02319 -4.29146 -1.42400 -0.558
H 5.31842 -2.35966 -1.86179 0.112
H 5.04093 -3.38706 -3.33810 0.511
H 2.77810 -2.59371 -1.31138 0.225
H 2.67058 -3.68226 -2.47597 0.557
H 1.99064 -1.61200 -3.10102 -0.408
H 5.94663 -4.53668 -1.51741 0.329
C -5.08509 -0.07152 1.30056 1.131
C -6.60488 0.08793 1.10230 -0.746
O -7.26954 -0.29752 2.28251 -0.561
O -4.73242 -1.41914 1.24982 -0.492
H -4.67945 0.40487 2.19309 0.334
H -4.62827 0.26616 0.37030 -0.802
H -7.05070 -0.43177 0.25422 0.365
H -6.85730 1.12414 0.87722 0.411
H -8.18509 -0.11272 2.06065 0.313
H -4.57894 -1.70806 2.15236 0.111
C -5.11554 -1.49980 4.85136 -0.571
C -3.66129 -1.56032 4.45553 0.367
O -3.46974 -2.76904 3.88815 -0.565
O -5.92593 -2.16662 3.83820 -0.686
H -5.41379 -0.45147 4.86395 0.377
H -5.24385 -1.86556 5.87012 0.349
H -3.04470 -1.38045 5.33620 0.402
H -3.33223 -0.76836 3.78277 -0.442
H -4.40262 -2.98563 3.82163 0.386
H -6.54527 -1.62193 3.34695 0.335
C 2.30580 -5.15967 1.58870 -0.207
C 1.00085 -5.86834 2.13589 0.375
O 0.79439 -5.48992 3.50253 -0.547
O 2.32018 -4.98194 0.20166 -0.463
H 3.10072 -5.76342 2.02651 0.315
H 2.43039 -4.17224 2.03319 0.084
H 1.09245 -6.95279 2.07520 0.311
H 0.17683 -5.63077 1.46309 -0.472
H -0.16102 -5.39633 3.49703 0.340
H 3.12314 -4.61458 -0.17505 0.240
C 5.10022 0.53860 -3.33086 -0.168
C 4.68248 0.53555 -4.84646 -0.684
O 4.30741 -0.72201 -5.47009 -0.579
O 3.96704 0.82963 -2.47051 -0.033
H 5.75764 1.37030 -3.07753 0.399
H 5.52681 -0.42914 -3.06704 0.023
H 5.48947 0.95171 -5.44953 0.447
H 3.93337 1.30816 -5.01971 0.275
H 3.89097 -1.28073 -4.80977 0.306
H 3.26567 0.27031 -2.81234 0.045
Cl 6.02657 -0.88965 0.50344 -0.217
C 4.67024 -1.91794 1.09880 -0.003
C 3.56331 -1.19970 1.88011 0.498
Cl 3.94608 -1.45668 3.69203 -0.220
H 5.14289 -2.64203 1.76243 0.554
H 4.25993 -2.44494 0.23739 -0.299
H 2.54380 -1.58232 1.83216 -0.302
H 3.47904 -0.14342 1.62463 -0.103
Cl -4.80778 4.84911 1.23436 -0.214
C -3.31242 3.89102 0.91280 0.174
C -3.26593 3.38039 -0.56787 0.444
Cl -3.10773 4.74114 -1.74106 -0.193
H -3.27229 3.07669 1.63623 0.167
H -2.38972 4.45103 1.06484 -0.076
H -4.11046 2.75840 -0.86450 0.128
H -2.41965 2.70523 -0.69468 -0.389
```

## Properties
* largest force on an atom: 3.502 eV/A
* spin multiplicity: 1
* total energy: -6838.33929 Ha
* charge: +1
* E_HOMO: -11.61 eV